The following is a quantum chemistry calculation of a structure of composition C37H33CrFN6O at a distorted geometry, from the Open Molecules 2025 dataset.

Last column: Löwdin spin population.
CARTESIAN COORDINATES (ANGSTROEM)
Cr1 0.367 -0.582 0.181  3.01
C1 -7.278 -4.568 10.845  0.00
O1 -5.872 -4.414 10.847  0.00
C2 -5.277 -4.005 9.695  0.00
C3 -3.887 -3.889 9.734  0.00
C4 -3.194 -3.479 8.616  0.00
C5 -3.864 -3.174 7.429  0.00
C6 -5.249 -3.294 7.403  0.00
C7 -5.958 -3.705 8.520  0.00
C8 -3.173 -2.732 6.220  -0.01
N1 -3.770 -2.447 5.085  0.00
C9 -2.771 -2.072 4.228  -0.01
C10 -1.544 -2.133 4.858  0.01
N2 -1.817 -2.560 6.134  0.00
C11 -0.295 -1.802 4.241  0.02
C12 0.942 -1.834 4.850  0.14
C13 2.074 -1.463 4.088  0.10
C14 1.916 -1.094 2.778  0.06
N3 0.724 -1.042 2.148  0.18
C15 -0.399 -1.399 2.876  0.12
C16 -1.644 -1.318 2.220  0.08
N4 -1.625 -0.903 0.913  0.11
C17 -2.776 -0.844 0.247  0.02
C18 -4.004 -1.162 0.804  0.09
C19 -4.050 -1.573 2.139  0.04
C20 -2.876 -1.656 2.860  0.05
H1 -7.540 -4.915 11.841  0.00
H2 -7.595 -5.311 10.107  0.00
H3 -7.784 -3.619 10.648  0.00
H4 -3.374 -4.126 10.655  0.00
H5 -2.116 -3.401 8.685  0.00
H6 -5.770 -3.059 6.487  0.00
H7 -7.033 -3.786 8.461  0.00
H8 -1.148 -2.713 6.867  0.00
H9 1.048 -2.132 5.884  0.01
H10 3.064 -1.471 4.521  0.01
H11 2.770 -0.821 2.170  0.00
H12 -2.701 -0.525 -0.786  0.00
H13 -4.900 -1.089 0.206  0.01
H14 -4.984 -1.831 2.619  0.00
C21 0.095 2.018 1.871  0.01
N5 0.636 1.713 0.543  0.02
C22 -0.133 2.422 -0.478  0.00
C23 2.068 2.068 0.456  0.00
C24 2.910 0.957 -0.109  0.01
C25 4.248 1.227 -0.391  0.00
C26 5.092 0.215 -0.814  0.01
C27 4.591 -1.072 -0.950  0.00
C28 3.253 -1.321 -0.681  0.01
C29 2.369 -0.320 -0.260  -0.04
H15 0.132 3.095 2.084  0.00
H16 0.663 1.481 2.629  0.00
H17 -0.943 1.685 1.924  0.00
H18 -0.086 3.509 -0.324  0.00
H19 -1.174 2.103 -0.441  0.00
H20 0.266 2.185 -1.462  0.00
H21 2.429 2.313 1.460  0.00
H22 2.190 2.981 -0.140  0.00
H23 4.635 2.233 -0.269  0.00
H24 6.132 0.424 -1.028  0.00
H25 5.244 -1.877 -1.268  0.00
H26 2.888 -2.338 -0.793  0.00
F1 -3.379 -2.192 -6.705  0.00
C30 -2.469 -2.310 -5.716  0.00
C31 -2.842 -2.926 -4.535  0.00
C32 -1.902 -3.041 -3.526  0.00
C33 -0.608 -2.555 -3.691  0.00
C34 0.375 -2.622 -2.555  -0.01
C35 -0.272 -1.940 -4.893  0.00
C36 -1.199 -1.812 -5.917  0.00
H27 -3.848 -3.303 -4.421  0.00
H28 -2.179 -3.516 -2.593  0.00
H29 1.398 -2.493 -2.925  0.00
H30 0.349 -3.590 -2.053  0.00
H31 0.733 -1.560 -5.036  0.00
H32 -0.947 -1.342 -6.857  0.00
N6 -0.320 -0.382 -1.749  0.02
C37 0.167 -1.533 -1.549  -0.05
H33 -0.616 -0.062 -2.671  0.00

Properties
⟨S²⟩: 6.0835
Highest occupied orbital energy (spin up / spin down), Eh: -0.178 / -0.272
Orbital gap (spin up / spin down), eV: 5.307 / 7.533
2S+1: 5
LUMO (spin up / spin down), Ha: 0.01683 / 0.00478
Relative energy (zero: lowest compared OMol25 entry of this formula, charge and spin), kcal per mole: 0.0

The following is a quantum chemistry calculation of a structure of composition C37H33FMoN6O5S at a distorted geometry, from the Open Molecules 2025 dataset.

Last column: Löwdin spin population.
CARTESIAN COORDINATES (ANGSTROEM)
Mo1 -0.582 0.001 0.111  1.71
N1 -2.553 1.833 3.515  0.00
C1 -2.225 1.078 2.465  0.01
O1 -1.081 1.146 1.986  0.02
C2 -3.207 0.127 1.863  0.00
C3 -2.795 -0.168 0.412  -0.01
H1 -1.847 2.428 3.919  0.00
H2 -3.460 1.778 3.939  0.00
H3 -4.227 0.504 1.973  0.00
H4 -3.140 -0.782 2.470  0.00
H5 -3.343 0.516 -0.242  0.00
H6 -3.164 -1.159 0.144  0.00
C4 7.217 5.778 -3.661  0.00
O2 6.002 5.624 -2.946  0.00
C5 4.888 5.324 -3.662  0.00
C6 4.870 5.101 -5.032  0.00
C7 3.660 4.811 -5.661  0.00
C8 2.490 4.691 -4.942  0.00
C9 2.515 4.930 -3.565  0.00
C10 3.697 5.252 -2.935  0.00
N2 1.262 4.518 -5.712  0.01
N3 0.353 3.761 -5.348  0.00
C11 0.571 2.798 -4.296  0.02
C12 1.650 1.947 -4.276  -0.01
C13 1.824 0.978 -3.279  0.03
C14 0.907 0.882 -2.250  -0.01
O3 1.011 0.092 -1.224  0.02
C15 -0.212 1.760 -2.267  0.00
N4 -1.024 1.656 -1.167  -0.01
C16 -1.999 2.532 -1.043  0.05
C17 -2.318 3.458 -2.052  0.00
C18 -1.560 3.524 -3.185  0.05
C19 -0.420 2.690 -3.295  0.00
H7 7.967 6.060 -2.929  0.00
H8 7.135 6.562 -4.416  0.00
H9 7.515 4.843 -4.142  0.00
H10 5.774 5.161 -5.620  0.00
H11 3.632 4.649 -6.733  0.00
H12 1.600 4.888 -2.988  0.00
H13 3.726 5.451 -1.871  0.00
H14 2.388 2.035 -5.064  0.00
H15 2.682 0.318 -3.285  0.00
H16 -2.552 2.518 -0.114  0.00
H17 -3.174 4.105 -1.915  0.00
H18 -1.799 4.207 -3.990  0.00
C20 6.834 0.659 -2.060  0.00
C21 5.641 0.801 -1.148  0.00
C22 5.334 -0.204 -0.225  0.00
C23 4.235 -0.095 0.604  0.00
C24 3.423 1.031 0.510  0.00
C25 3.703 2.036 -0.397  0.00
C26 4.816 1.914 -1.221  0.00
S1 2.029 1.198 1.569  0.01
O4 1.260 2.298 1.043  0.01
O5 2.475 1.274 2.937  0.01
N5 1.197 -0.172 1.315  0.01
C27 0.681 -1.061 2.220  0.02
C28 1.134 -1.448 3.484  0.00
C29 0.437 -2.452 4.116  0.01
C30 -0.682 -3.040 3.514  0.00
C31 -1.089 -2.564 2.290  0.01
N6 -0.432 -1.584 1.669  0.00
H19 7.764 0.645 -1.487  0.00
H20 6.885 1.483 -2.772  0.00
H21 6.783 -0.275 -2.622  0.00
H22 5.967 -1.083 -0.165  0.00
H23 3.994 -0.880 1.311  0.00
H24 3.046 2.893 -0.466  0.00
H25 5.031 2.697 -1.939  0.00
H26 1.994 -0.960 3.919  0.00
H27 0.761 -2.792 5.092  0.00
H28 -1.221 -3.847 3.991  0.00
H29 -1.960 -2.957 1.777  0.00
F1 -1.274 -4.240 -4.457  0.00
C32 -1.201 -3.345 -3.441  0.01
C33 -1.974 -2.210 -3.494  0.00
C34 -1.879 -1.294 -2.449  0.01
C35 -1.025 -1.487 -1.365  -0.01
C36 -0.265 -2.664 -1.361  0.01
C37 -0.349 -3.600 -2.385  0.00
H30 -2.631 -2.042 -4.338  0.00
H31 -2.497 -0.402 -2.499  0.00
H32 0.431 -2.859 -0.552  0.00
H33 0.249 -4.504 -2.381  0.00

Properties
⟨S²⟩: 2.0311
Highest occupied orbital energy (spin up / spin down), Eh: -0.251 / -0.268
Orbital gap (spin up / spin down), eV: 6.831 / 6.790
2S+1: 3
LUMO (spin up / spin down), Ha: -0.00042 / -0.01835
Relative energy (zero: lowest compared OMol25 entry of this formula, charge and spin), kcal per mole: 0.8

The following is a quantum chemistry calculation of a structure of composition C37H34BrIN12O2Rb, from the Open Molecules 2025 dataset.

Last column: Mulliken charge in e.
CARTESIAN COORDINATES (ANGSTROEM)
Rb1 -0.283 0.630 -0.402  0.80
C1 0.570 0.473 -5.571  -0.91
C2 1.384 -0.549 -4.835  0.64
N1 1.832 -1.595 -5.489  -0.70
C3 2.564 -2.523 -4.833  -1.31
C4 2.872 -2.420 -3.498  1.18
C5 3.706 -3.483 -2.834  -0.68
O1 4.976 -3.027 -2.365  -0.64
C6 2.429 -1.292 -2.781  1.10
C7 2.729 -1.178 -1.349  -1.68
N2 3.138 -0.179 -0.666  -0.32
C8 3.600 1.023 -1.223  0.71
C9 4.260 1.120 -2.453  0.04
C10 4.777 2.324 -2.895  -0.92
C11 4.648 3.474 -2.128  -0.59
C12 4.022 3.401 -0.894  -0.59
C13 3.530 2.185 -0.449  -0.26
I1 2.686 2.086 1.469  0.15
C14 1.616 -0.311 -3.425  0.79
O2 1.094 0.674 -2.830  -0.93
H1 0.620 0.275 -6.641  0.40
H2 0.926 1.480 -5.350  0.30
H3 -0.475 0.438 -5.248  -0.16
H4 2.916 -3.366 -5.420  0.34
H5 3.927 -4.265 -3.560  0.45
H6 3.149 -3.948 -2.010  0.19
H7 4.842 -2.246 -1.816  0.46
H8 2.563 -2.077 -0.746  0.50
H9 4.361 0.235 -3.067  0.50
H10 5.277 2.364 -3.855  0.40
H11 5.038 4.420 -2.481  0.36
H12 3.925 4.282 -0.274  0.38
C15 -0.320 2.561 4.242  -0.35
C16 -0.733 2.184 2.968  -0.25
N3 -1.022 0.923 2.687  -0.03
C17 -0.924 0.032 3.666  0.14
C18 -0.477 0.412 4.928  -0.60
N4 -0.175 1.673 5.221  -0.65
C19 -1.306 -1.379 3.359  0.13
C20 -1.861 -2.178 4.353  -0.90
C21 -2.181 -3.499 4.074  0.92
C22 -1.951 -3.938 2.778  -0.61
C23 -1.438 -3.062 1.826  -0.27
N5 -1.104 -1.806 2.116  -0.18
C24 -1.231 -3.528 0.424  0.69
C25 -2.031 -4.526 -0.125  -0.88
N6 -1.827 -5.015 -1.343  -0.64
C26 -0.843 -4.459 -2.037  -0.73
C27 -0.078 -3.422 -1.519  0.08
N7 -0.253 -2.970 -0.283  -0.05
C28 -2.739 -4.405 5.116  0.92
C29 -2.610 -4.130 6.473  -0.59
C30 -3.141 -5.005 7.406  -0.33
N8 -3.785 -6.127 7.089  -0.65
C31 -3.909 -6.390 5.789  -0.34
C32 -3.413 -5.576 4.784  -0.56
H13 -0.093 3.594 4.475  0.41
H14 -0.850 2.903 2.162  0.38
H15 -0.336 -0.320 5.716  0.52
H16 -2.066 -1.743 5.322  0.69
H17 -2.125 -4.968 2.503  0.76
H18 -2.876 -4.929 0.423  0.54
H19 -0.661 -4.840 -3.036  0.45
H20 0.684 -2.941 -2.123  0.45
H21 -2.079 -3.253 6.819  0.37
H22 -3.039 -4.797 8.465  0.36
H23 -4.438 -7.303 5.536  0.36
H24 -3.581 -5.857 3.754  0.39
Br1 -2.565 2.919 -0.445  -0.93
C33 -5.103 1.826 -3.825  -1.42
C34 -5.422 0.485 -4.488  0.83
C35 -6.347 -0.357 -3.614  -1.51
C36 -4.141 -0.265 -4.861  -1.27
N9 -3.364 -0.666 -3.699  0.98
C37 -2.481 0.032 -2.988  -1.01
N10 -2.086 -0.703 -1.980  0.47
N11 -2.756 -1.874 -2.086  0.06
N12 -3.533 -1.863 -3.110  -0.97
H25 -6.017 2.401 -3.670  0.40
H26 -4.429 2.427 -4.442  0.34
H27 -4.631 1.695 -2.846  0.32
H28 -5.927 0.673 -5.441  0.30
H29 -5.881 -0.580 -2.652  0.28
H30 -6.599 -1.307 -4.091  0.36
H31 -7.271 0.189 -3.417  0.44
H32 -3.503 0.380 -5.466  0.40
H33 -4.357 -1.170 -5.424  0.43
H34 -2.163 1.041 -3.207  0.55

Properties
Highest occupied orbital energy, Eh: -0.174
Orbital gap, eV: 5.956
Total charge: -1
2S+1: 1
LUMO, Ha: 0.04485
Relative energy (zero: lowest compared OMol25 entry of this formula, charge and spin), kcal per mole: 6.4

The following is a quantum chemistry calculation of a cluster of 2 separate species, C37H34NO2 in total at a distorted geometry, from the Open Molecules 2025 dataset.

Last column: Mulliken charge in e.
CARTESIAN COORDINATES (ANGSTROEM)
C1 -4.564 2.327 -2.799  -0.57
C2 -3.849 1.473 -3.651  -0.70
C3 -2.464 1.402 -3.566  -0.15
C4 -1.755 2.122 -2.564  0.54
C5 -0.330 1.999 -2.334  -1.33
C6 0.408 0.834 -2.520  0.64
N1 1.768 0.860 -2.673  0.26
C7 2.407 2.179 -2.779  -0.55
C8 3.885 2.065 -3.119  -0.79
O1 4.510 1.071 -2.297  -0.39
C9 4.031 -0.210 -2.712  -0.80
C10 2.536 -0.373 -2.474  -0.18
C11 -0.302 -0.470 -2.592  -0.51
C12 -1.221 -0.787 -1.580  0.45
C13 -1.959 -1.963 -1.648  -0.63
C14 -1.726 -2.867 -2.693  -0.79
C15 -0.831 -2.554 -3.719  -0.86
C16 -0.136 -1.343 -3.685  -0.02
C17 -2.494 3.014 -1.751  -0.40
C18 -3.868 3.145 -1.897  -0.59
H1 -5.654 2.352 -2.841  0.41
H2 -4.379 0.861 -4.386  0.40
H3 -1.913 0.749 -4.246  0.47
H4 0.190 2.918 -2.067  0.42
H5 1.899 2.755 -3.565  0.43
H6 2.327 2.737 -1.828  0.36
H7 3.986 1.833 -4.198  0.35
H8 4.413 2.989 -2.861  0.33
H9 4.224 -0.374 -3.790  0.34
H10 4.592 -0.936 -2.113  0.35
H11 2.391 -0.755 -1.450  0.27
H12 2.188 -1.145 -3.165  0.21
H13 -1.337 -0.091 -0.745  0.26
H14 -2.726 -2.169 -0.900  0.52
H15 -2.270 -3.811 -2.711  0.41
H16 -0.673 -3.232 -4.559  0.41
H17 0.531 -1.066 -4.510  0.58
H18 -1.970 3.554 -0.958  0.37
H19 -4.415 3.868 -1.288  0.48
C19 5.304 -2.458 2.908  -0.54
C20 4.796 -1.510 3.805  -0.42
C21 3.623 -1.771 4.515  -0.34
C22 2.928 -2.951 4.244  0.14
O2 1.625 -3.107 4.763  -0.43
C23 0.575 -2.477 4.095  0.08
C24 0.076 -3.012 2.902  -0.67
C25 -0.819 -2.266 2.162  -0.52
C26 -1.252 -0.968 2.583  0.84
C27 -2.077 -0.189 1.727  -0.41
C28 -2.618 1.100 1.996  0.82
C29 -3.916 1.443 1.509  -0.29
C30 -4.489 2.670 1.815  -0.73
C31 -3.779 3.631 2.555  -0.35
C32 -2.486 3.327 3.005  -0.77
C33 -1.899 2.103 2.710  -0.49
C34 -0.840 -0.553 3.887  -0.38
C35 0.028 -1.314 4.644  -0.58
C36 3.455 -3.945 3.419  -0.12
C37 4.644 -3.680 2.732  -0.48
H20 6.221 -2.251 2.351  0.40
H21 5.320 -0.565 3.968  0.37
H22 3.225 -1.081 5.262  0.42
H23 0.433 -3.992 2.583  0.43
H24 -1.198 -2.676 1.224  0.28
H25 -2.444 -0.699 0.836  0.25
H26 -4.460 0.709 0.910  0.34
H27 -5.493 2.905 1.458  0.44
H28 -4.219 4.610 2.762  0.42
H29 -1.920 4.066 3.573  0.40
H30 -0.868 1.903 3.005  0.74
H31 -1.213 0.382 4.302  0.81
H32 0.332 -1.014 5.643  0.54
H33 2.910 -4.883 3.318  0.46
H34 5.047 -4.446 2.066  0.39

Properties
Highest occupied orbital energy, Eh: -0.339
Orbital gap, eV: 3.625
Total charge: +1
2S+1: 1
LUMO, Ha: -0.20589